(1)
# C7H21ClI2IrN5P2

C7H21ClI2IrN5P2 as an isolated structure at a distorted geometry (ωB97M-V/def2-TZVPD, the OMol25 dataset).

Geometry as XYZ:
```
39
C7H21ClI2IrN5P2, DFT ωB97M-V/def2-TZVPD
I -1.4861 -0.6826 2.1980
I 0.1071 -0.7879 -2.8784
Ir -0.1030 -0.1215 -0.1559
P 0.5557 -2.4602 0.1624
C 2.2723 -2.3599 0.7565
C -0.2692 -3.5391 1.4102
H 0.1937 -4.5338 1.3950
H 0.9996 -4.5811 -0.9553
H -1.3339 -3.6324 1.1872
H -0.3421 -3.7042 -1.7366
H 2.3007 -1.7232 1.6452
H -0.1584 -3.1047 2.4085
C 0.6430 -3.5961 -1.2802
H 2.6371 -3.3627 1.0080
H 1.3307 -3.1928 -2.0272
H 2.9032 -1.9294 -0.0276
P -1.8808 1.3923 -0.7539
C -1.0771 2.9889 -0.5152
C -2.5209 1.3984 -2.4578
H -3.8855 0.4643 0.2528
H -4.0592 2.1929 -0.1319
H -3.1296 1.6760 1.2986
C -3.3840 1.4303 0.2683
H -2.9629 0.4342 -2.7103
H -3.2888 2.1767 -2.5343
H -1.8274 3.7747 -0.6357
H -0.2960 3.1094 -1.2693
H -1.7164 1.6125 -3.1625
H -0.6237 3.0361 0.4788
Cl -1.9819 -1.4976 -0.7385
N 2.7106 3.5279 2.0618
N 2.4667 2.3500 1.4038
N 3.3608 1.8699 0.4532
C 2.5965 0.9987 -0.1838
N 1.3227 0.9770 0.3354
N 1.2283 1.9262 1.3066
H 2.0946 3.5415 2.8712
H 3.6937 3.5369 2.2678
H 2.9098 0.3945 -1.0147
```

* charge: +3
* gap between HOMO and LUMO (spin up / spin down): 7.688 / 5.176 eV
* relative energy (zero: lowest compared OMol25 entry of this formula, charge and spin): 0.000 eV
* highest occupied orbital energy (spin up / spin down): -18.1 / -19.3 eV
* spin multiplicity: 6

(2)
# C7H21ClI2N5P2Tl

C7H21ClI2N5P2Tl as an isolated structure at a distorted geometry (ωB97M-V/def2-TZVPD, the OMol25 dataset).

Geometry as XYZ:
```
39
C7H21ClI2N5P2Tl, DFT ωB97M-V/def2-TZVPD
I -2.3874 -4.1368 -1.0677
I -2.2639 -3.5607 1.5979
Tl -0.5170 -0.9349 -0.0476
P 2.0673 -1.2995 0.5831
C 2.5422 -1.1941 2.3303
C 1.8864 -3.0638 0.1735
H 2.8157 -3.6202 0.3438
H 4.3994 -1.1969 -0.2071
H 1.5925 -3.1473 -0.8834
H 3.1988 -0.6313 -1.4268
H 1.7271 -1.5748 2.9629
H 1.0645 -3.5203 0.7478
C 3.4660 -0.6354 -0.3617
H 3.4642 -1.7426 2.5721
H 3.6283 0.4151 -0.0732
H 2.6838 -0.1391 2.6127
P -2.0514 1.1214 -0.8972
C -3.0048 2.0593 0.3308
C -1.5789 2.3129 -2.1841
H -2.6467 -0.6637 -2.4036
H -4.0584 0.4083 -2.1218
H -3.5462 -0.8161 -0.9132
C -3.1959 -0.0784 -1.6513
H -0.9598 1.8004 -2.9318
H -2.4350 2.7983 -2.6744
H -3.8924 2.5550 -0.0846
H -2.3705 2.8287 0.7969
H -0.9445 3.0903 -1.7315
H -3.3268 1.3950 1.1453
Cl 0.4357 -0.8509 -2.6054
N 2.6757 4.3104 2.2810
N 1.7098 3.3825 2.1333
N 0.7165 3.2674 3.0149
C 0.0341 2.2316 2.4789
N 0.6038 1.7576 1.3544
N 1.7172 2.5248 1.1195
H 3.3818 4.2753 1.5879
H 2.5598 4.8949 3.0873
H -0.8580 1.8759 2.9475
```

* charge: +2
* gap between HOMO and LUMO: 5.438 eV
* relative energy (zero: lowest compared OMol25 entry of this formula, charge and spin): 0.464 eV
* highest occupied orbital energy: -15.0 eV
* spin multiplicity: 1

(3)
# C7H21N2OSi2

A 2-piece molecular cluster, C7H21N2OSi2 overall at a distorted geometry (ωB97M-V/def2-TZVPD, the OMol25 dataset).

Geometry as XYZ:
```
33
C7H21N2OSi2, DFT ωB97M-V/def2-TZVPD
C -0.8451 2.2932 0.4309
C -2.4381 -0.5728 1.4969
C -2.1255 -0.6187 -1.5932
C -0.8572 -2.8878 0.2272
C 2.7851 -1.4697 -0.3683
C 1.9062 1.4712 -1.5452
C 2.3145 0.9154 1.4476
N -1.6830 2.1037 -0.5456
N -0.2633 2.8207 1.3089
O 0.0257 0.0635 0.0322
Si -1.3301 -1.0391 0.0663
Si 1.6555 0.1217 -0.1722
H -2.8666 -1.4082 2.2465
H -1.9731 0.2359 2.1986
H -3.3879 -0.0486 1.2173
H -2.9246 0.2923 -1.6356
H -1.3675 -0.5196 -2.2881
H -2.7841 -1.4454 -1.9798
H -0.1667 -3.3529 0.9347
H -1.8684 -3.2058 0.4464
H -0.6579 -3.2733 -0.7550
H 3.0096 -1.8340 0.5881
H 2.1843 -2.2753 -0.9304
H 3.6634 -1.3496 -1.0172
H 2.0253 0.8158 -2.4127
H 1.0452 2.1080 -1.4960
H 2.9029 1.8836 -1.4345
H 1.6327 1.6594 1.9832
H 2.5394 0.2404 2.2307
H 3.3339 1.3787 1.3464
H -1.3496 1.3397 -1.1548
H -2.5740 2.5072 -0.8853
H 0.4391 3.0501 2.0119
```

* charge: +1
* gap between HOMO and LUMO: 9.082 eV
* relative energy (zero: lowest compared OMol25 entry of this formula, charge and spin): 0.580 eV
* highest occupied orbital energy: -13.2 eV
* spin multiplicity: 1